# 1
Density functional theory data (the ωB97M-V functional and the def2-TZVPD basis) for a 5-piece molecular cluster, C38H66ClIN6O13PS2 overall.

Each line ends with the Löwdin charge.
Positions of all 128 atoms, in Å:
C -2.01496 0.47857 5.16579  -0.0266
C -1.63174 0.29915 3.70869  -0.1968
O -2.38650 1.25532 2.95305  -0.0536
C -2.45291 1.11772 1.58144  -0.4393
O -3.21386 -0.03759 1.24066  0.1123
C -4.43125 -0.01201 1.74025  -0.2879
N -5.47689 0.04436 2.11142  0.2327
C -3.02151 2.47739 1.08852  -0.1570
C -3.82435 3.25141 2.15077  -0.1169
C -3.09160 4.36807 2.87283  -0.2600
C -4.06298 5.13806 3.76012  -0.6061
Cl -3.22520 6.04023 5.02165  0.5913
N -1.79838 3.17224 0.61494  0.0107
P -1.90324 3.84200 -0.94568  0.4218
O -3.24097 3.69311 -1.50525  -0.1955
O -0.72710 3.09808 -1.69992  -0.0821
O -1.41054 5.34193 -0.79421  -0.0784
C -0.73657 2.33253 0.97928  -0.3304
N 0.42755 2.75698 1.34026  -0.3225
I 1.90073 1.50621 2.02959  1.2412
C 0.82369 4.17857 1.33924  -0.2210
C 1.57533 4.60314 0.06859  -0.2183
C 3.10588 4.56394 0.20730  -0.4981
S 3.86340 6.15477 0.60037  0.9023
C 3.35400 6.16115 2.34030  -1.0903
S 4.01709 5.10896 3.38712  0.7067
N 2.35678 7.06879 2.58858  -0.1914
C 2.66902 8.43854 2.09077  -0.2350
C 1.57210 9.04382 1.21095  -0.0696
C 1.84574 7.07497 3.97209  -0.2603
C 0.63687 7.98998 4.11122  -0.0718
N -1.11888 0.99049 1.01492  0.0917
C -0.90453 0.23087 -0.21734  -0.1670
C 0.24745 -0.53376 -0.40461  -0.0257
C 0.39981 -1.20542 -1.62173  -0.0128
C -0.61735 -1.08533 -2.58779  -0.0959
N -1.74019 -0.38187 -2.39561  0.0995
C -1.87767 0.26288 -1.23658  -0.0795
H -2.96410 1.00460 5.19874  0.0626
H -2.15196 -0.47625 5.66142  0.0847
H -1.30374 1.09996 5.70107  0.0851
H -1.85328 -0.71865 3.38892  0.1299
H -0.57059 0.48050 3.55615  0.0619
H -3.70775 2.30767 0.26213  0.1361
H -4.24557 2.56004 2.87469  0.1081
H -4.67512 3.69166 1.62666  0.1373
H -2.68677 5.08294 2.15383  0.0943
H -2.27631 3.97652 3.48147  0.1051
H -4.79903 4.47671 4.20622  0.0479
H -4.60523 5.86410 3.15870  0.0795
H -0.65891 3.38329 -2.62469  0.1271
H -1.32940 5.62698 0.12335  0.0717
H 1.45933 4.32651 2.20923  0.0640
H -0.07383 4.76679 1.52170  0.1104
H 1.30063 3.91776 -0.73306  0.0955
H 1.25538 5.59103 -0.24960  0.1029
H 3.41885 3.85863 0.97077  -0.0072
H 3.55035 4.27633 -0.74250  0.0790
H 2.84862 9.06684 2.96041  0.1218
H 3.59400 8.41163 1.52651  0.0712
H 0.82716 8.29148 0.96475  0.0620
H 1.05965 9.86228 1.71072  0.0730
H 1.98071 9.42483 0.27951  0.0750
H 2.63388 7.40989 4.64726  0.1186
H 1.54901 6.06074 4.22255  0.0908
H -0.06416 7.82056 3.29847  0.0706
H 0.12832 7.74187 5.03811  0.0777
H 0.92561 9.03646 4.13362  0.0740
H 1.00609 -0.60919 0.35732  0.0320
H 1.26317 -1.81974 -1.83465  0.1025
H -0.49418 -1.58818 -3.53720  0.1004
H -2.78898 0.83236 -1.10713  0.1135
O 1.84286 -3.91733 -3.61199  0.0842
C 0.99785 -4.49778 -4.25166  -0.5110
O -0.23951 -3.98345 -4.25020  -0.0229
C -1.30222 -4.48494 -5.07845  -0.2197
C -2.00165 -5.67259 -4.45482  -0.0586
C 1.27131 -5.78730 -4.98335  0.0228
H -0.92994 -4.70121 -6.07979  0.1196
H -1.99134 -3.64730 -5.16750  0.1236
H -1.32714 -6.52007 -4.33361  0.0702
H -2.83531 -5.98725 -5.08150  0.0863
H -2.38581 -5.40849 -3.46954  0.0835
H 1.22464 -6.61048 -4.27087  0.0934
H 2.27681 -5.72460 -5.39243  0.0934
H 0.59447 -5.99353 -5.80844  0.0742
O 2.09490 -6.57951 -8.39981  0.0873
C 3.06126 -7.12545 -7.93303  -0.5448
O 4.25960 -6.54177 -8.07140  0.0023
C 5.44287 -7.01895 -7.41550  -0.2271
C 6.11789 -8.13282 -8.18374  -0.0560
C 2.95429 -8.46706 -7.23844  0.0175
H 5.22337 -7.30193 -6.39270  0.0963
H 6.09334 -6.14668 -7.37328  0.1247
H 5.48101 -9.01382 -8.26169  0.0704
H 7.03904 -8.42297 -7.68199  0.0844
H 6.35395 -7.80240 -9.19577  0.0844
H 2.93984 -9.24625 -7.99914  0.0978
H 2.00911 -8.49207 -6.70076  0.0823
H 3.75411 -8.67520 -6.53211  0.0708
O -4.47929 2.70967 6.27837  0.0796
C -5.54586 2.15206 6.35046  -0.5205
O -5.88191 1.59298 7.52091  0.0089
C -7.17184 1.01378 7.76691  -0.2271
C -7.26184 -0.41604 7.27815  -0.0606
C -6.45819 1.99266 5.15197  0.0200
H -7.95697 1.64494 7.35002  0.1141
H -7.27873 1.04885 8.84873  0.1252
H -7.13586 -0.48433 6.19743  0.0691
H -8.23156 -0.84070 7.53605  0.0849
H -6.48251 -1.01938 7.74288  0.0842
H -6.08544 1.16919 4.54170  0.0727
H -6.41140 2.90798 4.56745  0.0767
H -7.49942 1.80860 5.39741  0.0737
O 6.60757 -8.68751 -3.95898  0.1053
C 6.06872 -8.06315 -3.08736  -0.5248
O 4.86547 -7.50805 -3.35118  -0.0110
C 4.08840 -6.86470 -2.33954  -0.2362
C 4.47830 -5.41914 -2.12313  -0.0629
C 6.71456 -7.83557 -1.74248  0.0155
H 4.11543 -7.44623 -1.41684  0.1132
H 3.06934 -6.91519 -2.71487  0.1047
H 5.50118 -5.32579 -1.75565  0.0696
H 3.80633 -4.95994 -1.39890  0.0810
H 4.40445 -4.86165 -3.05552  0.0758
H 7.41906 -7.01031 -1.83792  0.0986
H 7.26739 -8.73345 -1.48051  0.0941
H 6.01695 -7.61350 -0.93957  0.0675

Values from the calculation:
LUMO energy, Eh: -0.1652
Calculated total energy, Ha: -4689.64350
HOMO level, eV: -10.732
F_max, Eh/bohr: 0.11948
Orbital gap, eV: 6.237
Net charge: +1

# 2
Density functional theory data (the ωB97M-V functional and the def2-TZVPD basis) for a 9-piece molecular cluster, C53H43FO36S overall.

Each line ends with the Löwdin charge.
Positions of all 134 atoms, in Å:
C 1.66465 0.30606 -0.96121  -0.0906
O 1.21441 1.57734 -1.60348  -0.1972
C -0.25764 1.65715 -1.49306  -0.2791
O -0.67369 2.91561 -2.13374  -0.3206
S -2.34298 3.23780 -1.86646  1.0644
O -2.76287 4.06042 -3.14657  -0.4436
O -3.29013 1.82173 -1.93105  -0.4202
C -3.50733 1.24754 -0.57372  -0.2394
C -4.87774 0.29411 -0.67747  -0.1212
C -4.64361 -0.62456 -2.04796  -0.1420
F -5.52038 -1.81597 -2.11928  -0.1351
H 2.70649 0.04186 -1.45154  0.1109
H 1.80734 0.55795 0.19580  0.1025
H 0.86433 -0.55982 -1.08570  0.1092
H -0.60485 1.61971 -0.35178  0.1141
H -0.81331 0.74290 -2.00960  0.1458
H -2.61714 0.46943 -0.42283  0.1211
H -3.57335 2.05011 0.27537  0.1303
H -5.80434 1.01555 -0.84641  0.1243
H -5.01130 -0.38255 0.28712  0.1312
H -4.93797 0.06716 -2.97233  0.1026
H -3.48651 -0.89395 -2.11446  0.1318
C -8.72522 2.94714 -5.37134  0.0779
C -7.94954 1.86132 -5.36609  -0.1986
C -6.67703 1.82335 -4.59348  -0.2855
O -5.99470 0.80481 -4.59255  0.0859
C -6.28305 3.03307 -3.85459  0.0857
C -7.05716 4.11996 -3.86279  -0.2006
C -8.34278 4.14808 -4.61282  -0.3003
O -9.04185 5.15543 -4.58647  0.1012
O -6.69160 5.26121 -3.17278  0.0841
O -8.30115 0.72969 -6.07877  0.0835
H -9.65379 2.98766 -5.92672  0.1133
H -5.34714 2.99806 -3.31183  0.1112
H -7.41505 5.90580 -3.33288  0.1157
H -7.58071 0.08315 -5.91374  0.1165
C -0.23386 3.05051 2.79489  0.0813
C -0.08908 3.76840 3.91041  -0.2018
C -0.08526 3.12144 5.25170  -0.2988
O 0.06871 3.80502 6.25769  0.1148
C -0.27459 1.66376 5.31429  0.0812
C -0.42282 0.94650 4.19885  -0.2021
C -0.39896 1.59010 2.85670  -0.2949
O -0.51938 0.90206 1.84861  0.0699
O -0.60388 -0.42344 4.25055  0.0621
O 0.06394 5.14180 3.86036  0.0878
H -0.23626 3.50755 1.81334  0.1373
H -0.28767 1.20861 6.29633  0.1319
H -0.68496 -0.71132 3.31511  0.1140
H 0.15104 5.42882 4.79540  0.1187
C 3.99087 -3.22150 6.69494  0.0860
C 3.07988 -2.32001 7.06661  -0.2017
C 2.05969 -1.81087 6.10869  -0.2898
O 1.22349 -0.99684 6.48438  0.1020
C 2.10213 -2.31166 4.72594  0.0840
C 3.01537 -3.21054 4.35359  -0.1934
C 4.01771 -3.73993 5.31857  -0.2883
O 4.83306 -4.57931 4.95141  0.0813
O 3.06265 -3.68342 3.05499  0.0674
O 3.05010 -1.82614 8.35786  0.0838
H 4.73677 -3.60180 7.38147  0.1394
H 1.36620 -1.92003 4.03545  0.1200
H 3.80768 -4.32305 3.03727  0.0615
H 2.30135 -1.19111 8.37706  0.1167
C 3.24764 -9.58502 3.90372  0.0805
C 3.51038 -8.27672 3.90898  -0.1966
C 4.21759 -7.62509 2.77194  -0.2800
O 4.42819 -6.41760 2.79666  0.0966
C 4.64555 -8.47396 1.64905  0.0821
C 4.38577 -9.78283 1.64558  -0.2055
C 3.65442 -10.42907 2.76970  -0.3042
O 3.41416 -11.63107 2.72950  0.1092
O 4.78749 -10.58695 0.59476  0.0827
O 3.13346 -7.47744 4.97257  0.0862
H 2.73240 -10.07124 4.72252  0.1390
H 5.17429 -7.99075 0.83747  0.1380
H 4.48146 -11.49096 0.82628  0.1178
H 3.43415 -6.57249 4.73822  0.0912
C 8.66484 -2.44454 0.83407  0.0820
C 8.10176 -1.57688 -0.00905  -0.2053
C 6.64121 -1.29001 0.03718  -0.3035
O 6.15557 -0.47365 -0.73788  0.1049
C 5.82744 -2.01491 1.02555  0.0885
C 6.39016 -2.88509 1.86626  -0.1742
C 7.85460 -3.15110 1.83814  -0.2882
O 8.34567 -3.94276 2.63581  0.1028
O 5.63087 -3.57182 2.79580  0.0393
O 8.85647 -0.91095 -0.95723  0.0830
H 9.72554 -2.66086 0.81298  0.1391
H 4.76455 -1.81025 1.03650  0.1353
H 6.26688 -4.13807 3.28504  0.1142
H 8.22141 -0.34030 -1.44236  0.1175
C 11.12533 -3.68736 4.63874  0.0807
C 11.90101 -4.77318 4.64400  -0.2038
C 13.17352 -4.81114 5.41660  -0.3067
O 13.85586 -5.82969 5.41753  0.1049
C 13.56750 -3.60143 6.15549  0.0761
C 12.79339 -2.51454 6.14729  -0.2094
C 11.50778 -2.48642 5.39726  -0.3035
O 10.80870 -1.47907 5.42361  0.1033
O 13.15895 -1.37329 6.83730  0.0780
O 11.54940 -5.90481 3.93131  0.0817
H 10.19676 -3.64684 4.08336  0.1101
H 14.50341 -3.63644 6.69825  0.1372
H 12.43550 -0.72870 6.67720  0.1159
H 12.26984 -6.55135 4.09635  0.1157
C -1.73386 6.84691 -8.55282  0.0733
C -1.58908 7.56480 -7.43730  -0.2096
C -1.58526 6.91784 -6.09600  -0.3000
O -1.43129 7.60142 -5.09001  0.1086
C -1.77459 5.46016 -6.03342  0.0842
C -1.92282 4.74290 -7.14886  -0.2054
C -1.89896 5.38650 -8.49100  -0.3090
O -2.01938 4.69845 -9.49909  0.0994
O -2.10388 3.37296 -7.09716  0.0800
O -1.43606 8.93819 -7.48735  0.0753
H -1.73626 7.30394 -9.53436  0.1357
H -1.78767 5.00500 -5.05138  0.1067
H -2.18496 3.08507 -8.03260  0.1138
H -1.34896 9.22521 -6.55230  0.1151
C -12.80913 4.32890 -3.90377  0.0807
C -13.72012 5.23039 -3.53210  -0.2056
C -14.74031 5.73953 -4.49001  -0.3051
O -15.57651 6.55356 -4.11433  0.1070
C -14.69787 5.23874 -5.87276  0.0782
C -13.78463 4.33985 -6.24512  -0.2049
C -12.78229 3.81047 -5.28013  -0.2940
O -11.96694 2.97109 -5.64729  0.0916
O -13.73735 3.86698 -7.54371  0.0812
O -13.74990 5.72425 -2.24084  0.0805
H -12.06323 3.94860 -3.21724  0.1384
H -15.43380 5.63036 -6.56325  0.1380
H -12.99232 3.22735 -7.56144  0.1168
H -14.49865 6.35929 -2.22164  0.1166

Values from the calculation:
LUMO energy, Eh: -0.0767
Calculated total energy, Ha: -5251.86100
HOMO level, eV: -9.472
F_max, Eh/bohr: 0.11806
Orbital gap, eV: 7.384
Net charge: 0

# 3
Density functional theory data (the ωB97M-V functional and the def2-TZVPD basis) for C33H60BN6OPdSSbSe4 as an isolated structure.

Each line ends with the Mulliken spin population.
Positions of all 108 atoms, in Å:
Pd -1.17467 -0.08718 0.04035  0.1671
C -3.24386 -2.13195 4.21068  0.0035
C -2.80905 -1.11714 3.15315  -0.0130
C -3.20845 0.29296 3.58738  0.0704
C -1.33163 -1.18461 2.92309  0.0020
C -0.39889 -1.56902 3.86976  -0.0031
C 0.84849 -1.45298 3.29227  -0.0009
C 2.07099 -1.85822 4.10024  0.0001
C 3.44417 -1.28127 3.78298  0.0000
C 2.11891 -3.38539 4.23100  -0.0001
N 0.68324 -1.01213 2.02362  -0.0015
N -0.67795 -0.84326 1.81580  0.0096
B 1.77083 -0.68873 0.90790  -0.0187
N 1.49788 -1.59236 -0.33734  -0.0183
N 0.23955 -1.58256 -0.85522  0.0413
C 0.16422 -2.47608 -1.81418  0.0004
C 1.41019 -3.10356 -1.93977  -0.0022
C 2.22855 -2.54312 -0.98548  -0.0066
C 3.59796 -3.11869 -0.71038  0.0003
C 4.78315 -2.16483 -0.74524  0.0000
C 3.60379 -3.93713 0.57749  -0.0003
C -1.06785 -2.80935 -2.62324  0.0020
C -2.37547 -2.28467 -2.03681  -0.0006
C -1.18502 -4.32794 -2.82612  0.0006
N 1.68524 0.85691 0.61896  -0.0076
N 0.43920 1.36549 0.39261  0.0699
C 0.52630 2.67244 0.25625  -0.0046
C 1.86757 3.04110 0.37631  -0.0034
C 2.57432 1.88675 0.63729  -0.0053
C 4.02721 1.99274 1.05472  -0.0004
C 4.94908 0.81529 0.80651  0.0000
C 4.10555 2.46419 2.51274  -0.0001
C -0.61977 3.64970 0.11144  0.0028
C -0.44296 4.81100 1.10485  0.0008
C -2.01681 3.06704 0.30481  -0.0142
H -4.33010 -2.11603 4.27915  -0.0005
H -2.83661 -1.88911 5.19337  -0.0001
H -2.93498 -3.14436 3.94746  0.0002
H -3.32456 -1.37696 2.22403  -0.0035
H -2.64509 0.58288 4.47774  -0.0111
H -4.27201 0.30888 3.83438  -0.0080
H -3.01972 1.04131 2.81089  -0.0230
H -0.60217 -1.90647 4.86934  -0.0001
H 1.81723 -1.47898 5.09531  0.0000
H 3.93605 -1.79503 2.95996  0.0000
H 4.07762 -1.39765 4.66442  0.0000
H 3.39643 -0.22226 3.54194  0.0000
H 2.28292 -3.86213 3.26638  0.0000
H 1.18568 -3.77390 4.63670  0.0000
H 2.93102 -3.67876 4.89820  0.0000
H 2.85209 -0.94828 1.31917  0.0003
H 1.69079 -3.88776 -2.61844  -0.0002
H 3.72765 -3.81884 -1.53980  0.0000
H 4.88168 -1.63584 0.20043  0.0000
H 4.69496 -1.43301 -1.54894  0.0000
H 5.70314 -2.72986 -0.90257  0.0000
H 3.43502 -3.27903 1.42745  0.0000
H 4.56768 -4.42887 0.71890  0.0000
H 2.82242 -4.69778 0.57247  -0.0001
H -0.92151 -2.35585 -3.61163  -0.0009
H -2.50197 -2.61149 -0.99774  -0.0009
H -3.21281 -2.68240 -2.61140  -0.0136
H -2.43874 -1.19645 -2.05203  0.0279
H -1.31829 -4.82567 -1.86340  0.0002
H -0.31740 -4.76539 -3.31245  0.0001
H -2.05625 -4.54910 -3.44375  0.0001
H 2.28559 4.03092 0.32964  0.0002
H 4.40119 2.81643 0.43842  0.0002
H 4.73299 -0.01701 1.47347  0.0000
H 5.98091 1.12146 0.98780  0.0000
H 4.87779 0.46930 -0.22277  0.0000
H 3.67021 1.72506 3.18663  0.0001
H 3.56372 3.39844 2.65440  0.0000
H 5.14520 2.61639 2.80666  0.0000
H -0.55003 4.06765 -0.90052  -0.0015
H -0.53336 4.44039 2.12810  0.0002
H -1.22365 5.55562 0.94503  0.0000
H 0.51716 5.31179 1.01395  0.0003
H -2.10359 2.55105 1.26936  -0.0099
H -2.30881 2.36113 -0.47268  0.0509
H -2.74414 3.87950 0.29837  -0.0068
Se -6.90178 0.36129 -1.12258  0.1043
Sb -5.80021 -0.00319 0.96966  -0.0497
Se -6.19134 -1.86562 2.40390  0.0089
Se -5.94049 2.18264 2.15422  0.9695
Se -3.38954 0.05646 0.00485  0.6567
C 0.89453 2.63819 -5.85610  0.0000
C 0.00659 2.81366 -4.63114  0.0000
C -0.80093 1.55398 -4.35091  -0.0003
S -1.79680 1.71460 -2.85664  0.0029
O -1.21138 0.63812 -1.95617  0.0242
C -3.38251 1.13067 -3.45777  0.0142
C -4.12553 2.23254 -4.20711  -0.0014
C -4.52459 3.40638 -3.31976  0.0064
H 1.48382 3.53478 -6.04351  0.0000
H 0.30109 2.43688 -6.74954  0.0000
H 1.58580 1.80480 -5.72130  0.0000
H -0.67220 3.65706 -4.77862  0.0000
H 0.61488 3.05011 -3.75421  0.0000
H -0.16009 0.69653 -4.13043  -0.0001
H -1.46174 1.29841 -5.18065  -0.0002
H -3.93353 0.81566 -2.56634  -0.0029
H -3.19055 0.25125 -4.07777  0.0013
H -5.02511 1.76608 -4.61430  -0.0002
H -3.54166 2.57544 -5.06726  0.0000
H -5.13143 3.05480 -2.48515  -0.0036
H -5.11232 4.12974 -3.88398  0.0000
H -3.65837 3.93138 -2.91118  -0.0002

Values from the calculation:
2S+1: 3
LUMO energy (alpha / beta), Eh: -0.0479 / -0.0726
Calculated total energy, Ha: -12094.13922
ΔE to the lowest compared entry with this formula, charge and spin, kJ/mol: 167.9
HOMO level (alpha / beta), eV: -7.491 / -7.470
F_max, Eh/bohr: 0.04338
Orbital gap (alpha / beta), eV: 6.189 / 5.493
Net charge: 0